A structure of composition C19H19AsN3O2Pd at a distorted geometry. Source: OMol25; level of theory: ωB97M-V with the def2-TZVPD basis set.

* net charge: +1
* Kohn-Sham gap: 4.8 eV

Each line ends with the Mulliken charge.
Atoms and positions in Å:
Pd: 0.06 -0.32 -0.02  0.425
O: 1.04 6.57 0.26  -0.670
C: -0.10 6.13 0.24  0.499
O: -1.26 6.53 0.27  -0.670
C: -0.08 4.47 0.14  -0.310
C: 1.14 3.81 0.11  -0.536
C: 1.13 2.43 -0.03  0.725
N: -0.02 1.76 -0.12  -0.537
C: -1.20 2.38 -0.06  0.632
C: -1.26 3.76 0.07  -0.461
C: -2.37 1.49 -0.11  0.450
C: -3.67 1.96 -0.26  -0.602
C: -4.72 1.07 -0.24  -0.386
C: -4.46 -0.28 -0.07  -0.825
C: -3.15 -0.69 0.06  -0.025
N: -2.13 0.18 0.05  -0.134
C: 2.35 1.60 0.00  0.583
C: 3.61 2.12 -0.26  -0.711
C: 4.73 1.32 -0.10  -0.361
C: 4.56 0.00 0.30  -1.078
C: 3.27 -0.47 0.49  -0.269
N: 2.19 0.31 0.34  -0.148
H: 2.06 4.38 0.20  0.489
H: -2.20 4.30 0.12  0.482
H: -3.85 3.02 -0.39  0.375
H: -5.74 1.43 -0.34  0.468
H: -5.26 -1.01 -0.06  0.403
H: -2.89 -1.73 0.21  0.351
H: 3.71 3.15 -0.58  0.386
H: 5.72 1.72 -0.28  0.472
H: 5.40 -0.65 0.47  0.400
H: 3.10 -1.49 0.79  0.674
C: -0.76 -4.21 -0.09  -1.173
As: 0.43 -2.68 0.09  0.783
C: 1.02 -2.93 1.93  -1.185
C: 1.95 -3.32 -0.97  -1.146
H: -0.19 -5.08 0.22  0.410
H: -1.10 -4.33 -1.11  0.409
H: -1.63 -4.10 0.57  0.386
H: 1.74 -3.75 2.01  0.395
H: 0.15 -3.16 2.54  0.395
H: 1.47 -2.01 2.31  0.435
H: 2.53 -4.01 -0.37  0.379
H: 2.58 -2.50 -1.29  0.403
H: 1.57 -3.83 -1.85  0.419